No. 1
Density functional theory data (ωB97M-V/def2-TZVPD) for C3H3LiO9 as an isolated structure in a non-equilibrium geometry.

## Properties
HOMO level (spin up / spin down) (eV): -5.53 / -5.53
HOMO-LUMO gap (spin up / spin down) (eV): 8.69 / 4.16
<S²>: 0.76
LUMO level (spin up / spin down) (eV): 3.2 / -1.4
Multiplicity: 2
Net charge: -1

Last column: Löwdin spin population.
CARTESIAN COORDINATES (ANGSTROEM)
O  -10.518  -7.469  -8.150  0.028
C  -10.463  -7.843  -6.899  0.007
O  -13.455  -5.321  -6.637  0.087
C  -13.320  -5.171  -2.851  0.000
O  -13.783  -3.849  -8.324  0.004
O  -12.522  -4.409  -3.416  0.000
O  -14.045  -4.650  -1.879  0.000
H  -11.223  -6.840  -7.978  0.003
O  -11.303  -7.257  -6.095  0.514
O  -9.555  -8.609  -6.541  0.354
H  -13.253  -4.308  -8.980  0.000
O  -13.475  -6.297  -3.253  0.000
O  -12.475  -5.480  -8.569  0.003
Li  -12.473  -6.004  -5.012  -0.004
H  -13.713  -3.770  -1.688  0.000
C  -13.287  -4.923  -7.813  0.003

=====

No. 2
Density functional theory data (ωB97M-V/def2-TZVPD) for a 2-piece molecular cluster, CH6N2S overall in a non-equilibrium geometry.

## Properties
HOMO level (eV): -8.71
HOMO-LUMO gap (eV): 9.24
LUMO level (eV): 0.5

Last column: Mulliken charge in e.
CARTESIAN COORDINATES (ANGSTROEM)
H  1.912  -0.716  1.512  0.116
C  1.443  0.081  -0.646  -0.423
H  0.471  -0.019  -0.177  0.018
N  -2.154  -0.516  0.319  -0.211
N  -1.790  0.641  0.425  -0.236
H  1.630  -0.620  -1.464  0.232
H  -2.563  1.391  0.215  0.200
H  -3.135  -0.681  0.266  0.220
S  2.745  -0.675  0.459  -0.215
H  1.441  1.115  -0.910  0.299

=====

No. 3
Density functional theory data (ωB97M-V/def2-TZVPD) for a 3-piece molecular cluster, C2H9NO2 overall in a non-equilibrium geometry.

## Properties
HOMO level (spin up / spin down) (eV): -15.22 / -15.19
HOMO-LUMO gap (spin up / spin down) (eV): 9.75 / 5.62
<S²>: 0.76
LUMO level (spin up / spin down) (eV): -5.5 / -9.6
Multiplicity: 2
Net charge: +1

Last column: Löwdin spin population.
CARTESIAN COORDINATES (ANGSTROEM)
H  -0.495  1.672  -0.481  0.000
H  -2.531  -1.540  1.030  0.042
O  2.106  -0.595  -0.880  0.000
H  1.524  -0.114  -1.489  -0.001
C  0.169  -0.718  1.167  0.092
H  0.876  0.091  1.647  0.016
O  0.196  1.842  -1.201  0.065
C  -2.187  -0.631  0.642  0.080
H  -3.088  -0.128  0.193  0.036
H  1.010  1.974  -0.745  0.001
H  0.146  -1.515  1.959  0.038
H  0.950  -1.192  0.388  0.004
N  -1.032  -0.177  0.514  0.625
H  2.528  0.107  -0.309  0.000

=====

No. 4
Density functional theory data (ωB97M-V/def2-TZVPD) for a 2-piece molecular cluster, C4H9NO overall in a non-equilibrium geometry.

## Properties
HOMO level (eV): -7.67
HOMO-LUMO gap (eV): 8.33
LUMO level (eV): 0.7

Last column: Mulliken charge in e.
CARTESIAN COORDINATES (ANGSTROEM)
C  0.339  -0.783  0.835  -0.058
H  -1.434  2.756  0.134  0.247
H  -0.286  0.657  -0.607  0.243
H  -0.032  1.259  2.400  0.170
H  0.832  -0.204  -3.257  0.315
N  0.078  -1.987  0.177  -0.529
H  0.139  -1.830  -0.825  0.248
C  -0.437  1.448  1.406  -0.097
H  -1.237  3.282  1.945  0.261
C  -1.071  2.586  1.134  -0.840
H  0.055  -1.518  -3.126  0.336
H  0.771  -2.709  0.350  0.265
C  -0.043  0.441  0.428  -0.178
O  0.898  -1.102  -2.914  -0.655
H  0.595  -0.827  1.889  0.274

=====

No. 5
Density functional theory data (ωB97M-V/def2-TZVPD) for C23H37N7O3PS2Ti as an isolated structure in a non-equilibrium geometry.

## Properties
HOMO level (spin up / spin down) (eV): -7.36 / -7.56
HOMO-LUMO gap (spin up / spin down) (eV): 7.69 / 7.83
<S²>: 0.75
LUMO level (spin up / spin down) (eV): 0.3 / 0.3
Multiplicity: 2

Last column: Löwdin spin population.
CARTESIAN COORDINATES (ANGSTROEM)
H  2.285  0.532  -2.434  0.000
C  -4.654  1.339  -1.580  -0.001
H  -1.948  4.730  -5.276  0.000
H  -0.439  4.929  -1.947  0.000
H  1.840  -2.936  3.030  0.000
H  -1.317  5.777  -4.084  0.000
C  2.696  -2.574  3.601  0.000
H  -2.418  2.705  2.195  0.002
H  3.493  -0.668  -1.921  0.000
C  -4.050  3.411  0.174  0.004
H  -3.830  4.201  0.882  0.000
O  0.929  0.253  -0.613  0.003
C  -1.666  2.497  -3.953  0.000
N  -1.518  1.066  1.396  -0.003
C  2.577  -0.515  -2.489  -0.001
N  -1.779  -4.324  -0.931  0.000
Ti  -1.083  -0.121  -0.248  0.943
S  -1.905  -2.270  -2.605  0.002
H  2.750  2.805  2.319  0.000
H  3.646  1.446  0.621  0.000
H  6.044  1.038  0.716  0.000
H  -0.900  -4.461  -1.401  0.000
C  0.692  -0.889  -1.085  -0.005
H  -4.906  -3.123  0.920  0.000
N  -1.406  4.842  -4.439  0.001
H  -6.150  2.646  -2.352  0.000
H  -0.380  -1.819  4.286  0.000
C  -1.510  1.466  -3.054  0.003
H  3.867  1.044  3.750  0.000
H  -5.625  4.494  -0.787  0.000
P  2.648  -0.222  2.031  0.000
H  3.262  -3.435  3.960  0.000
C  -2.429  -3.191  -1.295  0.002
H  -2.081  2.301  -4.932  0.000
O  1.535  -1.366  -1.992  -0.001
C  -3.606  1.174  -0.665  0.004
H  2.732  -0.820  -3.521  0.000
H  -4.105  -4.610  0.412  0.000
C  -2.339  2.054  1.323  0.031
H  3.959  -2.228  1.891  0.000
H  2.312  -2.042  4.472  0.000
H  3.902  -0.160  0.002  0.000
C  5.414  0.467  1.401  0.000
N  -0.995  0.783  2.652  -0.001
N  -3.532  -2.873  -0.604  0.002
C  -5.352  2.528  -1.629  0.004
H  -0.186  2.954  -0.494  0.001
C  -3.302  2.230  0.232  0.002
C  -3.955  -3.547  0.607  0.000
C  3.969  0.441  0.911  0.000
H  -0.432  -0.177  4.773  0.000
N  -0.998  1.620  -1.829  0.008
H  4.431  -1.313  3.326  0.000
H  1.174  2.238  2.881  0.000
C  2.819  0.951  3.453  0.000
H  -3.823  -1.916  -0.748  0.000
H  2.305  2.991  4.012  0.000
H  5.832  -0.537  1.467  0.000
S  -0.968  -1.764  1.625  0.003
C  -0.753  -0.489  2.804  0.003
O  -2.965  0.019  -0.599  -0.007
H  -1.820  -4.625  0.031  0.000
C  -0.624  2.854  -1.481  0.003
H  -4.881  0.516  -2.245  0.000
N  -0.284  -0.850  4.038  -0.002
H  -1.814  0.456  -3.312  0.001
H  -3.234  -3.417  1.419  0.000
H  5.510  0.930  2.384  0.000
C  3.573  -1.664  2.745  0.000
C  -5.055  3.577  -0.755  -0.001
C  -0.753  3.955  -2.296  0.000
H  2.280  0.495  4.288  0.000
C  -1.294  3.791  -3.576  0.001
C  2.228  2.326  3.150  0.000

=====

Energy relative to the best compared isomer or geometry (same formula, charge and spin) for every record listed, in sequence, given in kcal per mole: 29.18, 56.77, 75.73, 50.34, 25.28.